C10H16BF9N5O4 | ωB97M-V/def2-TZVPD

Geometry as ORCA input:
```
! RIJCOSX wB97M-V def2-TZVPD def2/J DEFGRID3
* xyz 1 1
O 3.02 1.21 -1.73
B 1.90 1.77 -2.36
O 2.00 2.23 -3.61
O 0.67 1.81 -1.66
C 0.45 0.58 -1.18
N 0.02 -0.31 -2.06
N -0.17 -1.53 -1.59
C 0.09 -1.69 -0.32
C -0.08 -3.11 0.22
F -1.05 -3.68 -0.44
F -0.44 -3.09 1.50
C 1.23 -3.94 0.02
F 0.88 -5.15 -0.37
F 1.97 -3.46 -0.95
C 2.11 -4.14 1.28
F 3.14 -4.85 0.89
F 1.47 -4.88 2.18
C 2.70 -2.88 1.96
F 1.85 -2.31 2.79
F 3.73 -3.29 2.69
F 3.15 -2.02 1.12
N 0.48 -0.80 0.56
N 0.68 0.42 0.11
H 3.13 0.28 -1.96
H 2.76 1.83 -4.05
N 1.77 -4.08 5.15
H 1.94 -3.52 4.30
H 1.57 -3.45 5.93
H 0.97 -4.69 4.99
H 2.60 -4.64 5.36
C -1.78 4.04 0.18
C -1.97 3.27 -1.12
O -3.31 2.89 -1.37
C -4.25 3.94 -1.48
C -3.95 4.92 -2.61
H -2.14 3.46 1.02
H -0.72 4.27 0.33
H -2.33 4.99 0.17
H -1.40 2.35 -1.06
H -1.56 3.83 -1.97
H -4.35 4.47 -0.53
H -5.21 3.46 -1.68
H -3.00 5.43 -2.46
H -4.73 5.67 -2.67
H -3.89 4.39 -3.56
*
```

Values from the calculation:
Kohn-Sham gap   6.956 eV

Löwdin charges, unit e, in atom order: atom 1 (O): 0.17, atom 2 (B): -0.76, atom 3 (O): 0.26, atom 4 (O): 0.18, atom 5 (C): -0.42, atom 6 (N): 0.21, atom 7 (N): 0.18, atom 8 (C): -0.25, atom 9 (C): -0.44, atom 10 (F): 0.20, atom 11 (F): 0.15, atom 12 (C): -0.41, atom 13 (F): 0.19, atom 14 (F): 0.20, atom 15 (C): -0.39, atom 16 (F): 0.21, atom 17 (F): 0.17, atom 18 (C): -0.61, atom 19 (F): 0.16, atom 20 (F): 0.18, atom 21 (F): 0.26, atom 22 (N): 0.16, atom 23 (N): 0.21, atom 24 (H): 0.11, atom 25 (H): 0.13, atom 26 (N): 0.34, atom 27 (H): 0.10, atom 28 (H): 0.17, atom 29 (H): 0.16, atom 30 (H): 0.17, atom 31 (C): -0.07, atom 32 (C): -0.28, atom 33 (O): -0.16, atom 34 (C): -0.28, atom 35 (C): -0.08, atom 36 (H): 0.08, atom 37 (H): 0.08, atom 38 (H): 0.07, atom 39 (H): 0.08, atom 40 (H): 0.11, atom 41 (H): 0.11, atom 42 (H): 0.12, atom 43 (H): 0.07, atom 44 (H): 0.08, atom 45 (H): 0.08

C10H16BFNOP | ωB97M-V/def2-TZVPD

Geometry as ORCA input:
```
! RIJCOSX wB97M-V def2-TZVPD def2/J DEFGRID3
* xyz 0 1
C 1.60 1.30 1.76
C 2.45 1.49 0.49
B 1.58 1.77 -0.79
O 1.69 3.02 -1.38
P 0.46 0.50 -1.74
C 1.09 -1.20 -1.33
C 0.90 -1.72 0.10
C 0.51 -3.19 0.18
F -0.87 -3.32 0.30
C -1.20 0.43 -0.96
C -1.60 1.27 0.07
C -2.87 1.14 0.60
C -3.69 0.15 0.08
C -3.20 -0.63 -0.96
N -1.99 -0.50 -1.49
H 0.95 0.43 1.71
H 2.27 1.16 2.62
H 1.00 2.17 1.99
H 3.12 2.33 0.66
H 3.09 0.61 0.37
H 0.94 3.60 -1.25
H 0.57 -1.85 -2.03
H 2.14 -1.20 -1.60
H 1.81 -1.56 0.67
H 0.10 -1.18 0.61
H 0.83 -3.73 -0.71
H 0.96 -3.66 1.05
H -0.93 2.02 0.47
H -3.21 1.77 1.41
H -4.68 -0.02 0.47
H -3.84 -1.39 -1.39
*
```

Values from the calculation:
SMILES string   CCB(O)P(CCCF)c1ccccn1
Kohn-Sham gap   8.456 eV

Löwdin charges, unit e, in atom order: atom 1 (C): -0.11, atom 2 (C): -0.19, atom 3 (B): -0.61, atom 4 (O): 0.06, atom 5 (P): 1.07, atom 6 (C): -0.38, atom 7 (C): -0.23, atom 8 (C): -0.21, atom 9 (F): -0.06, atom 10 (C): -0.48, atom 11 (C): -0.08, atom 12 (C): -0.07, atom 13 (C): -0.07, atom 14 (C): -0.14, atom 15 (N): 0.07, atom 16 (H): 0.05, atom 17 (H): 0.07, atom 18 (H): 0.07, atom 19 (H): 0.10, atom 20 (H): 0.09, atom 21 (H): 0.10, atom 22 (H): 0.07, atom 23 (H): 0.07, atom 24 (H): 0.10, atom 25 (H): 0.09, atom 26 (H): 0.11, atom 27 (H): 0.11, atom 28 (H): 0.09, atom 29 (H): 0.11, atom 30 (H): 0.10, atom 31 (H): 0.11

C10H16Cl4O6 | ωB97M-V/def2-TZVPD

Geometry as ORCA input:
```
! RIJCOSX wB97M-V def2-TZVPD def2/J DEFGRID3
* xyz 0 1
C 0.94 -4.85 -1.59
C 1.85 -3.71 -1.19
C 1.12 -2.54 -0.56
O 2.02 -2.13 0.52
C 2.94 -3.11 0.69
O 3.72 -3.04 1.58
O 2.83 -4.11 -0.24
H 0.00 -4.51 -1.92
H 0.74 -5.34 -0.64
H 1.52 -5.57 -2.21
H 2.37 -3.34 -2.09
H 0.26 -2.97 -0.10
H 0.97 -1.71 -1.20
C -2.64 3.42 -1.99
C -4.00 3.69 -1.38
C -4.84 2.55 -0.68
O -4.89 2.94 0.70
C -4.30 4.14 0.89
O -4.24 4.68 1.93
O -3.76 4.59 -0.31
H -2.27 4.33 -2.45
H -2.81 2.64 -2.74
H -1.91 3.12 -1.22
H -4.56 4.26 -2.16
H -4.42 1.55 -0.78
H -5.83 2.52 -1.01
C 5.59 -0.04 2.70
Cl 7.34 0.29 2.87
Cl 4.51 0.55 3.93
H 5.33 0.17 1.67
H 5.52 -1.14 2.85
C 0.27 0.50 1.34
Cl -1.46 0.08 1.51
Cl 0.73 1.15 -0.31
H 0.46 1.28 2.10
H 0.89 -0.35 1.48
*
```

Values from the calculation:
ΔE to the lowest compared entry with this formula, charge and spin   76.0 kJ/mol
SMILES string   C[C@H]1COC(=O)O1.C[C@H]1COC(=O)O1.ClCCl.ClCCl
Kohn-Sham gap   10.902 eV

Löwdin charges, unit e, in atom order: atom 1 (C): -0.01, atom 2 (C): -0.35, atom 3 (C): -0.06, atom 4 (O): 0.03, atom 5 (C): -0.54, atom 6 (O): 0.16, atom 7 (O): 0.10, atom 8 (H): 0.07, atom 9 (H): 0.09, atom 10 (H): 0.10, atom 11 (H): 0.16, atom 12 (H): 0.12, atom 13 (H): 0.11, atom 14 (C): -0.03, atom 15 (C): -0.31, atom 16 (C): -0.05, atom 17 (O): 0.05, atom 18 (C): -0.54, atom 19 (O): 0.18, atom 20 (O): 0.05, atom 21 (H): 0.09, atom 22 (H): 0.09, atom 23 (H): 0.08, atom 24 (H): 0.16, atom 25 (H): 0.13, atom 26 (H): 0.10, atom 27 (C): -1.05, atom 28 (Cl): 0.48, atom 29 (Cl): 0.53, atom 30 (H): 0.03, atom 31 (H): 0.01, atom 32 (C): -0.94, atom 33 (Cl): 0.49, atom 34 (Cl): 0.47, atom 35 (H): 0.04, atom 36 (H): -0.02

C10H16ClI2NOPV | ωB97M-V/def2-TZVPD

Geometry as ORCA input:
```
! RIJCOSX wB97M-V def2-TZVPD def2/J DEFGRID3
* xyz 2 3
I 2.26 1.11 0.62
I -1.79 -0.78 -2.09
V 0.02 0.35 -0.43
P -0.05 2.19 -1.97
C 0.87 1.90 -3.52
C -1.68 2.72 -2.59
H 0.14 4.09 -0.49
H 0.32 4.54 -2.21
H 1.68 3.78 -1.33
C 0.59 3.81 -1.45
H -2.35 2.89 -1.75
H -1.54 3.65 -3.14
H 0.74 2.79 -4.15
H 0.47 1.01 -4.02
H -2.11 1.95 -3.24
H 1.93 1.75 -3.28
C 1.22 -0.66 -1.48
O 1.99 -1.30 -2.10
Cl -1.30 1.77 0.81
N -0.72 -1.16 1.05
C -0.14 -1.96 2.08
C -0.44 -1.71 3.42
C -0.25 -2.73 4.36
C 0.29 -3.96 3.97
C 0.76 -4.12 2.66
C 0.56 -3.12 1.71
H -1.53 -0.67 1.44
H -1.07 -1.77 0.30
H -0.86 -0.74 3.72
H -0.53 -2.57 5.40
H 0.36 -4.79 4.68
H 1.28 -5.04 2.37
H 0.89 -3.23 0.67
*
```

Values from the calculation:
ΔE to the lowest compared entry with this formula, charge and spin   36.0 kJ/mol
Kohn-Sham gap (spin up / spin down)   4.145 / 2.632 eV

Löwdin charges, unit e, in atom order: atom 1 (I): 1.02, atom 2 (I): 0.79, atom 3 (V): -0.28, atom 4 (P): 0.61, atom 5 (C): -0.23, atom 6 (C): -0.26, atom 7 (H): 0.05, atom 8 (H): 0.08, atom 9 (H): 0.04, atom 10 (C): -0.24, atom 11 (H): 0.05, atom 12 (H): 0.07, atom 13 (H): 0.08, atom 14 (H): 0.05, atom 15 (H): 0.01, atom 16 (H): 0.06, atom 17 (C): -0.41, atom 18 (O): 0.18, atom 19 (Cl): 0.20, atom 20 (N): -0.06, atom 21 (C): -0.33, atom 22 (C): -0.02, atom 23 (C): -0.04, atom 24 (C): -0.04, atom 25 (C): -0.05, atom 26 (C): -0.03, atom 27 (H): 0.06, atom 28 (H): 0.01, atom 29 (H): 0.12, atom 30 (H): 0.12, atom 31 (H): 0.12, atom 32 (H): 0.12, atom 33 (H): 0.11

C10H16N2O | ωB97M-V/def2-TZVPD

Geometry as ORCA input:
```
! RIJCOSX wB97M-V def2-TZVPD def2/J DEFGRID3
* xyz 0 1
C -4.70 -1.14 2.08
C -4.02 -0.16 1.47
C -2.52 -0.02 1.39
O -2.24 0.79 0.27
C -0.88 1.16 0.15
C -0.82 2.51 -0.58
N 0.21 2.47 -1.63
H -5.57 -1.57 1.58
H -4.47 -1.49 3.08
H -4.56 0.62 0.94
H -2.09 0.44 2.29
H -2.07 -1.01 1.29
H -0.39 1.23 1.13
H -0.36 0.44 -0.50
H -1.81 2.68 -1.00
H -0.63 3.32 0.12
H 0.00 1.68 -2.23
H 0.08 3.28 -2.24
N 4.23 -2.67 -0.32
C 2.93 -2.62 -0.04
C 2.13 -1.53 -0.34
C 2.69 -0.43 -0.96
C 4.05 -0.47 -1.26
C 4.77 -1.61 -0.92
H 2.52 -3.49 0.45
H 1.07 -1.55 -0.09
H 2.10 0.44 -1.21
H 4.54 0.36 -1.75
H 5.83 -1.67 -1.15
*
```

Values from the calculation:
ΔE to the lowest compared entry with this formula, charge and spin   247.0 kJ/mol
SMILES string   C=CCOCCN.c1ccncc1
Kohn-Sham gap   9.733 eV

Löwdin charges, unit e, in atom order: atom 1 (C): -0.01, atom 2 (C): -0.14, atom 3 (C): -0.23, atom 4 (O): -0.16, atom 5 (C): -0.22, atom 6 (C): -0.25, atom 7 (N): -0.02, atom 8 (H): 0.05, atom 9 (H): 0.06, atom 10 (H): 0.11, atom 11 (H): 0.12, atom 12 (H): 0.12, atom 13 (H): 0.12, atom 14 (H): 0.10, atom 15 (H): 0.11, atom 16 (H): 0.11, atom 17 (H): 0.06, atom 18 (H): 0.06, atom 19 (N): 0.05, atom 20 (C): -0.16, atom 21 (C): -0.08, atom 22 (C): -0.08, atom 23 (C): -0.07, atom 24 (C): -0.16, atom 25 (H): 0.10, atom 26 (H): 0.09, atom 27 (H): 0.08, atom 28 (H): 0.10, atom 29 (H): 0.10

C10H16N2O6 | ωB97M-V/def2-TZVPD

Geometry as ORCA input:
```
! RIJCOSX wB97M-V def2-TZVPD def2/J DEFGRID3
* xyz 0 1
C 3.37 -1.12 1.90
C 1.94 -0.67 1.96
C 1.31 -0.45 3.13
C 1.18 -0.42 0.64
C 0.79 1.05 0.46
C 0.21 1.33 -0.90
C -1.15 0.45 -1.17
C -0.72 -1.07 -0.85
C -0.10 -1.25 0.51
O -2.00 -1.70 -1.00
N -1.80 -3.10 -1.21
O -0.64 -3.51 -1.14
O -2.83 -3.71 -1.43
C -2.28 0.87 -0.20
O -1.39 0.54 -2.41
O -1.63 5.19 -4.24
N -1.41 4.41 -3.31
O -2.16 3.57 -2.83
H 3.71 -1.21 0.86
H 4.03 -0.42 2.42
H 3.49 -2.10 2.38
H 0.28 -0.09 3.14
H 1.82 -0.60 4.08
H 1.84 -0.73 -0.18
H 0.07 1.33 1.24
H 1.69 1.66 0.59
H -0.08 2.38 -1.03
H 0.91 1.05 -1.70
H -0.03 -1.37 -1.66
H 0.14 -2.31 0.62
H -0.81 -0.97 1.31
H -2.01 0.79 0.86
H -2.56 1.90 -0.43
H -3.15 0.24 -0.40
*
```

Values from the calculation:
ΔE to the lowest compared entry with this formula, charge and spin   0.0 kJ/mol
Kohn-Sham gap (spin up / spin down)   7.052 / 7.832 eV

Löwdin charges, unit e, in atom order: atom 1 (C): -0.06, atom 2 (C): -0.31, atom 3 (C): 0.05, atom 4 (C): -0.28, atom 5 (C): -0.15, atom 6 (C): -0.06, atom 7 (C): -0.59, atom 8 (C): -0.23, atom 9 (C): -0.10, atom 10 (O): 0.04, atom 11 (N): -0.34, atom 12 (O): 0.09, atom 13 (O): 0.12, atom 14 (C): 0.01, atom 15 (O): 0.13, atom 16 (O): 0.07, atom 17 (N): -0.12, atom 18 (O): 0.07, atom 19 (H): 0.07, atom 20 (H): 0.08, atom 21 (H): 0.09, atom 22 (H): 0.06, atom 23 (H): 0.07, atom 24 (H): 0.14, atom 25 (H): 0.11, atom 26 (H): 0.13, atom 27 (H): 0.12, atom 28 (H): 0.13, atom 29 (H): 0.16, atom 30 (H): 0.13, atom 31 (H): 0.13, atom 32 (H): 0.08, atom 33 (H): 0.08, atom 34 (H): 0.09

C10H16N3S | ωB97M-V/def2-TZVPD

Geometry as ORCA input:
```
! RIJCOSX wB97M-V def2-TZVPD def2/J DEFGRID3
* xyz 1 1
C 2.55 2.29 -0.01
C 1.32 1.86 0.37
C 3.21 0.18 -0.33
C 1.95 -0.40 -0.03
C 0.51 -2.49 0.34
C -0.36 0.34 0.54
C -0.19 -3.08 -0.85
C -0.97 0.40 1.75
C -2.72 2.17 -0.34
C -2.83 0.68 -0.77
N 3.50 1.45 -0.46
N 1.04 0.54 0.41
N 1.64 -1.70 -0.17
S -1.23 -0.01 -0.90
H 2.75 3.44 -0.05
H 0.66 2.54 0.91
H 3.97 -0.47 -0.81
H -0.14 -1.90 0.97
H -1.21 -2.94 -0.67
H 0.23 -4.04 -1.13
H -0.01 -2.37 -1.72
H -1.95 0.08 2.00
H -0.39 0.57 2.65
H 0.93 -3.14 1.14
H -2.22 2.83 -1.07
H -3.78 2.64 -0.18
H -2.11 2.07 0.60
H -3.37 0.46 -1.72
H -3.21 0.17 0.12
H 2.46 -2.16 -0.57
*
```

Values from the calculation:
ΔE to the lowest compared entry with this formula, charge and spin   116.6 kJ/mol
SMILES string   C=C(SCC)n1ccnc/c1=[NH+]/CC
Kohn-Sham gap   7.781 eV

Löwdin charges, unit e, in atom order: atom 1 (C): -0.09, atom 2 (C): -0.03, atom 3 (C): -0.03, atom 4 (C): -0.17, atom 5 (C): -0.23, atom 6 (C): -0.64, atom 7 (C): -0.09, atom 8 (C): 0.05, atom 9 (C): -0.15, atom 10 (C): -0.51, atom 11 (N): 0.13, atom 12 (N): 0.01, atom 13 (N): 0.09, atom 14 (S): 1.02, atom 15 (H): 0.16, atom 16 (H): 0.16, atom 17 (H): 0.14, atom 18 (H): 0.08, atom 19 (H): 0.04, atom 20 (H): 0.09, atom 21 (H): 0.08, atom 22 (H): 0.08, atom 23 (H): 0.09, atom 24 (H): 0.14, atom 25 (H): 0.07, atom 26 (H): 0.11, atom 27 (H): 0.04, atom 28 (H): 0.10, atom 29 (H): 0.07, atom 30 (H): 0.17

C10H16N4O4S2 | ωB97M-V/def2-TZVPD

Geometry as ORCA input:
```
! RIJCOSX wB97M-V def2-TZVPD def2/J DEFGRID3
* xyz 0 1
O 2.90 -1.05 0.39
O -3.27 0.17 -0.59
O 3.05 -0.12 -1.56
O -2.21 -1.20 -1.92
S 0.06 0.78 -2.90
S -0.88 -2.76 0.38
N 0.82 1.64 -0.51
N 0.27 -0.59 1.62
N 2.40 -0.64 -0.65
N -2.25 -0.42 -0.99
C -0.80 2.38 -2.90
C -0.58 -3.50 2.07
C 0.12 2.92 -0.56
C 0.72 -1.44 2.70
C 0.01 3.37 -2.03
C -0.35 -2.45 3.15
C 0.19 0.44 -1.11
C -0.07 -1.10 0.30
C 0.96 -0.84 -0.83
C -1.00 -0.04 -0.32
H 1.72 1.75 -0.92
H 0.95 0.17 1.48
H -0.87 2.74 -3.91
H -1.82 2.23 -2.51
H -1.44 -4.13 2.38
H 0.28 -4.17 2.00
H 0.69 3.66 0.04
H -0.87 2.84 -0.08
H 1.65 -1.98 2.49
H 0.95 -0.82 3.57
H -0.52 4.34 -2.06
H 0.97 3.54 -2.49
H -0.03 -2.96 4.03
H -1.27 -1.88 3.36
H 0.74 -1.58 -1.58
H -1.24 0.69 0.47
*
```

Values from the calculation:
SMILES string   O=[N+]([O-])[C@H]1[C@@]2(NCCCS2)[C@H]([N+](=O)[O-])[C@@]12NCCCS2
Kohn-Sham gap   8.311 eV

Löwdin charges, unit e, in atom order: atom 1 (O): 0.10, atom 2 (O): 0.07, atom 3 (O): 0.09, atom 4 (O): 0.06, atom 5 (S): 0.97, atom 6 (S): 0.99, atom 7 (N): -0.03, atom 8 (N): -0.02, atom 9 (N): -0.32, atom 10 (N): -0.35, atom 11 (C): -0.44, atom 12 (C): -0.45, atom 13 (C): -0.19, atom 14 (C): -0.23, atom 15 (C): -0.24, atom 16 (C): -0.24, atom 17 (C): -0.61, atom 18 (C): -0.57, atom 19 (C): -0.16, atom 20 (C): -0.18, atom 21 (H): 0.10, atom 22 (H): 0.12, atom 23 (H): 0.07, atom 24 (H): 0.08, atom 25 (H): 0.08, atom 26 (H): 0.07, atom 27 (H): 0.13, atom 28 (H): 0.12, atom 29 (H): 0.11, atom 30 (H): 0.12, atom 31 (H): 0.11, atom 32 (H): 0.10, atom 33 (H): 0.10, atom 34 (H): 0.12, atom 35 (H): 0.16, atom 36 (H): 0.16